The following is a quantum chemistry calculation of a structure of composition C11H9O3 in a non-equilibrium geometry, from the Open Molecules 2025 dataset.

```
23
Properties=species:S:1:pos:R:3:forces:R:3
C -1.925211 1.674458 -1.943139 0.829 2.537 0.239
C -0.711988 2.233309 -1.573288 1.695 1.933 -0.637
C -2.135082 0.366465 -1.649207 -2.239 -0.136 0.119
C 0.265934 1.487101 -0.894131 -0.183 -1.869 0.180
C -1.310081 -0.420244 -0.950461 2.861 -2.199 1.051
C -0.001917 0.110565 -0.610158 -1.620 -0.289 -0.215
C -0.083306 -1.014192 2.494561 -0.833 -0.321 2.741
C 0.422068 0.145495 2.017187 0.701 -0.806 -2.606
C 0.036188 -2.210203 1.706016 -1.480 0.387 -0.277
C 0.906756 -0.684753 0.207103 1.519 1.939 1.793
C 2.443328 -0.634513 0.011100 -1.263 -1.490 4.156
O 0.574458 1.320584 2.203552 0.091 0.046 0.135
O -0.442128 -3.295043 1.964450 0.549 -0.319 0.051
O 0.573137 -2.008003 0.437334 -0.706 -0.530 0.414
H -2.675115 2.436737 -2.206227 0.025 -1.025 -0.511
H -0.498713 3.321229 -1.951321 -0.336 -1.988 1.212
H -3.102512 -0.016586 -1.798768 -1.288 -0.527 -0.543
H 1.229920 1.758532 -0.442383 -0.519 0.849 -0.728
H -1.608165 -1.518015 -0.696935 0.770 2.237 -0.403
H -0.608986 -1.037038 3.543185 1.147 -0.216 -2.217
H 2.839174 -0.708082 -0.910331 0.773 -0.745 -3.771
H 2.839816 -1.505698 0.647489 -0.495 1.125 -1.031
H 2.972426 0.197895 0.394371 0.000 1.405 0.847
```
Positions in Å, forces in eV/Å.

## Properties
frontier orbital gap = 7.22 eV
relative energy (zero: lowest compared OMol25 entry of this formula, charge and spin) = 0.0 kJ/mol
total charge = -1